{
  "formula": "C29H54Br6O21",
  "method": "ωB97M-V/def2-TZVPD",
  "elements": ["C", "C", "C", "O", "C", "O", "O", "H", "H", "H", "H", "H", "H", "C", "C", "C", "O", "C", "O", "O", "H", "H", "H", "H", "H", "H", "Br", "C", "C", "Br", "H", "H", "H", "H", "Br", "C", "C", "Br", "H", "H", "H", "H", "Br", "C", "C", "Br", "H", "H", "H", "H", "C", "O", "C", "O", "O", "C", "H", "H", "H", "H", "H", "H", "C", "O", "C", "O", "O", "C", "H", "H", "H", "H", "H", "H", "C", "O", "C", "O", "O", "C", "H", "H", "H", "H", "H", "H", "C", "O", "C", "O", "O", "C", "H", "H", "H", "H", "H", "H", "C", "O", "C", "O", "O", "C", "H", "H", "H", "H", "H", "H"],
  "positions_angstrom": [[4.30, 2.22, 4.25], [5.33, 1.38, 3.52], [5.23, 1.61, 2.03], [6.59, 1.85, 1.66], [7.39, 1.93, 2.75], [8.53, 2.10, 2.72], [6.60, 1.78, 3.85], [4.23, 1.88, 5.28], [3.31, 2.19, 3.79], [4.68, 3.24, 4.24], [5.20, 0.33, 3.77], [4.60, 2.47, 1.79], [4.78, 0.67, 1.71], [-6.25, -9.53, -3.40], [-5.02, -9.51, -2.51], [-3.72, -9.98, -3.14], [-2.73, -9.04, -2.81], [-3.37, -7.91, -2.54], [-2.87, -6.84, -2.39], [-4.68, -8.16, -2.28], [-6.42, -8.60, -3.95], [-7.16, -9.58, -2.81], [-6.28, -10.39, -4.07], [-5.18, -10.02, -1.56], [-3.72, -10.06, -4.22], [-3.46, -10.94, -2.68], [-0.28, 2.26, -0.35], [-1.26, 0.57, -0.23], [-0.31, -0.59, -0.06], [1.03, -0.72, -1.53], [-1.79, 0.45, -1.17], [-1.98, 0.64, 0.59], [-0.92, -1.49, -0.08], [0.28, -0.70, 0.85], [-1.35, 0.66, 7.26], [-3.31, 0.81, 7.46], [-4.01, 0.58, 6.12], [-3.69, -1.30, 5.44], [-3.59, 1.74, 7.97], [-3.61, 0.03, 8.15], [-3.58, 1.24, 5.36], [-5.09, 0.76, 6.17], [-4.54, -0.93, -5.12], [-2.97, -1.78, -5.99], [-2.62, -1.16, -7.33], [-0.86, -1.95, -7.80], [-3.11, -2.85, -6.13], [-2.17, -1.74, -5.25], [-2.39, -0.10, -7.31], [-3.22, -1.35, -8.23], [2.95, -6.00, -4.30], [3.28, -7.15, -3.45], [4.54, -7.46, -3.20], [5.54, -6.92, -3.69], [4.59, -8.46, -2.24], [5.78, -9.20, -2.04], [3.49, -5.12, -3.98], [1.89, -5.76, -4.27], [3.39, -6.26, -5.27], [6.09, -9.34, -3.08], [5.67, -10.17, -1.56], [6.57, -8.65, -1.53], [2.44, 2.32, -6.24], [1.04, 2.30, -5.89], [0.27, 3.38, -5.69], [0.52, 4.51, -5.98], [-0.90, 2.87, -5.34], [-2.08, 3.60, -5.16], [2.88, 1.34, -6.39], [3.08, 2.78, -5.49], [2.73, 2.90, -7.11], [-2.16, 4.45, -5.84], [-1.99, 4.06, -4.17], [-3.04, 3.10, -5.09], [-0.54, 9.59, -0.50], [-1.01, 10.93, -0.22], [-0.44, 11.70, 0.79], [0.45, 11.38, 1.49], [-0.90, 12.91, 0.62], [-0.76, 14.00, 1.51], [0.34, 9.37, 0.11], [-0.43, 9.51, -1.58], [-1.27, 8.82, -0.25], [0.18, 14.06, 2.08], [-1.62, 14.14, 2.17], [-0.73, 14.93, 0.94], [2.76, -4.65, 6.56], [2.46, -5.47, 5.48], [2.13, -4.97, 4.28], [2.23, -3.79, 3.95], [1.82, -6.01, 3.50], [1.10, -5.80, 2.28], [3.38, -3.85, 6.16], [3.28, -5.21, 7.33], [1.90, -4.11, 6.95], [0.80, -6.78, 1.89], [1.62, -5.22, 1.53], [0.19, -5.21, 2.43], [-4.40, 5.56, 2.81], [-3.43, 6.59, 3.12], [-2.28, 6.24, 3.81], [-1.97, 5.10, 4.06], [-1.71, 7.35, 4.25], [-0.40, 7.37, 4.73], [-4.86, 5.87, 1.87], [-5.07, 5.55, 3.67], [-3.94, 4.58, 2.72], [0.39, 7.02, 4.07], [-0.32, 6.83, 5.67], [-0.12, 8.40, 4.97]],
  "lumo_ev": 0.14,
  "smiles": "C[C@H]1COC(=O)O1.C[C@H]1COC(=O)O1.COC(=O)OC.COC(=O)OC.COC(=O)OC.COC(=O)OC.COC(=O)OC.BrCCBr.BrCCBr.BrCCBr",
  "e_homo_ha": -0.3667,
  "total_energy_ev": -494198.09467,
  "charge": 0
}

***

{
  "formula": "C29H55BIN2O14PS5",
  "method": "ωB97M-V/def2-TZVPD",
  "elements": ["C", "B", "O", "C", "C", "N", "C", "C", "C", "N", "C", "C", "C", "I", "P", "O", "O", "O", "H", "H", "H", "H", "H", "H", "H", "H", "H", "H", "H", "H", "H", "H", "H", "C", "C", "C", "S", "O", "O", "C", "H", "H", "H", "H", "H", "H", "H", "H", "C", "C", "C", "S", "O", "O", "C", "H", "H", "H", "H", "H", "H", "H", "H", "C", "C", "C", "S", "O", "O", "C", "H", "H", "H", "H", "H", "H", "H", "H", "C", "C", "C", "S", "O", "O", "C", "H", "H", "H", "H", "H", "H", "H", "H", "C", "C", "C", "S", "O", "O", "C", "H", "H", "H", "H", "H", "H", "H", "H"],
  "positions_angstrom": [[3.41, 0.66, 1.96], [1.85, 0.99, 2.49], [1.69, 0.92, 3.98], [0.66, 1.39, 1.44], [0.83, 0.35, 0.14], [1.04, -0.15, -1.06], [-0.87, 1.25, 2.09], [-1.19, 2.35, 3.26], [-1.06, -0.25, 2.79], [-0.98, -1.52, 3.12], [-1.90, 1.27, 0.81], [-3.41, 1.83, 1.14], [-4.20, 1.05, 2.34], [-5.99, 2.31, 2.78], [1.01, 3.22, 0.90], [-0.31, 4.06, 0.66], [2.11, 3.33, -0.46], [1.83, 3.95, 2.30], [3.74, -0.41, 2.32], [4.08, 1.52, 2.46], [3.51, 0.76, 0.80], [1.50, -0.04, 4.22], [-1.83, 3.27, 2.92], [-1.70, 1.76, 4.16], [-0.19, 2.81, 3.74], [-1.50, 1.86, -0.13], [-2.03, 0.14, 0.45], [-4.04, 1.68, 0.14], [-3.31, 3.00, 1.30], [-3.61, 0.97, 3.34], [-4.65, 0.00, 2.03], [2.52, 4.27, -0.36], [1.11, 4.44, 2.82], [-1.76, -5.20, 4.04], [-1.88, -6.36, 5.03], [-0.49, -6.97, 5.18], [0.68, -5.66, 4.84], [1.40, -5.98, 3.63], [1.35, -5.30, 6.07], [-0.53, -4.41, 4.46], [-2.66, -4.58, 4.04], [-1.63, -5.60, 3.03], [-2.21, -5.97, 6.00], [-2.61, -7.10, 4.70], [-0.32, -7.36, 6.19], [-0.32, -7.77, 4.44], [-0.16, -3.75, 3.68], [-0.73, -3.84, 5.38], [5.19, -6.28, 1.85], [4.43, -5.63, 3.00], [5.39, -4.69, 3.72], [6.59, -4.17, 2.49], [7.88, -4.70, 2.86], [6.38, -2.77, 2.18], [5.94, -5.16, 1.16], [4.52, -6.80, 1.16], [5.90, -7.02, 2.25], [3.58, -5.05, 2.59], [4.01, -6.37, 3.69], [4.88, -3.81, 4.12], [5.93, -5.20, 4.52], [6.76, -5.51, 0.52], [5.26, -4.53, 0.58], [2.38, 6.49, -4.77], [3.33, 5.43, -4.21], [3.96, 6.01, -2.95], [2.78, 7.18, -2.29], [3.35, 8.51, -2.37], [2.23, 6.64, -1.06], [1.58, 6.99, -3.59], [1.73, 6.08, -5.55], [2.96, 7.31, -5.21], [2.77, 4.53, -3.96], [4.10, 5.15, -4.94], [4.17, 5.24, -2.21], [4.88, 6.56, -3.18], [1.08, 7.95, -3.77], [0.84, 6.25, -3.26], [-7.12, -4.40, 1.49], [-6.58, -4.71, 0.09], [-5.08, -4.44, 0.11], [-4.55, -4.71, 1.80], [-4.10, -3.45, 2.35], [-3.74, -5.92, 1.85], [-6.16, -5.07, 2.46], [-8.14, -4.77, 1.62], [-7.13, -3.32, 1.66], [-6.77, -5.76, -0.15], [-7.08, -4.10, -0.67], [-4.54, -5.12, -0.55], [-4.85, -3.40, -0.15], [-6.24, -4.69, 3.48], [-6.29, -6.16, 2.45], [-2.08, 5.88, -8.55], [-1.54, 5.58, -9.95], [-0.03, 5.84, -9.93], [0.50, 5.57, -8.24], [0.95, 6.83, -7.69], [1.31, 4.37, -8.19], [-1.11, 5.21, -7.58], [-3.10, 5.51, -8.42], [-2.08, 6.96, -8.38], [-1.72, 4.52, -10.19], [-2.03, 6.18, -10.71], [0.51, 5.17, -10.59], [0.19, 6.88, -10.19], [-1.19, 5.59, -6.56], [-1.24, 4.12, -7.59]],
  "lumo_ev": -0.25,
  "smiles": "CB(O)[C@@](C#N)([C@](C)(C#N)CCCI)P(=O)(O)O.O=S1(=O)CCCC1.O=S1(=O)CCCC1.O=S1(=O)CCCC1.O=S1(=O)CCCC1.O=S1(=O)CCCC1",
  "e_homo_ha": -0.3521,
  "total_energy_ev": -134846.23485,
  "charge": 0
}

***

{
  "formula": "C29H55F12O21SV2",
  "method": "ωB97M-V/def2-TZVPD",
  "elements": ["O", "V", "O", "O", "V", "O", "C", "F", "F", "F", "S", "O", "O", "O", "C", "O", "C", "C", "O", "C", "H", "H", "H", "H", "H", "H", "H", "H", "H", "H", "C", "O", "C", "C", "O", "C", "H", "H", "H", "H", "H", "H", "H", "H", "H", "H", "C", "O", "C", "C", "O", "C", "H", "H", "H", "H", "H", "H", "H", "H", "H", "H", "C", "O", "C", "C", "O", "C", "H", "H", "H", "H", "H", "H", "H", "H", "H", "H", "C", "C", "O", "C", "O", "C", "F", "F", "F", "H", "H", "H", "H", "H", "C", "C", "O", "C", "O", "C", "F", "F", "F", "H", "H", "H", "H", "H", "C", "C", "O", "C", "O", "C", "F", "F", "F", "H", "H", "H", "H", "H"],
  "positions_angstrom": [[1.56, 4.85, 0.96], [2.34, 3.82, 1.87], [3.83, 3.68, 1.33], [0.91, 2.55, -3.89], [2.24, 1.78, -3.63], [2.26, 0.31, -4.27], [0.34, -0.22, 0.42], [0.48, -0.64, 1.65], [0.21, -1.21, -0.39], [-0.78, 0.53, 0.41], [1.83, 0.87, -0.05], [2.90, 0.02, 0.45], [1.76, 1.02, -1.53], [1.76, 2.15, 0.69], [4.01, -5.03, 1.98], [4.10, -4.78, 0.64], [3.19, -3.71, 0.28], [3.53, -3.18, -1.18], [3.52, -4.27, -2.18], [3.96, -3.87, -3.44], [3.02, -5.34, 2.30], [4.34, -4.20, 2.62], [4.68, -5.88, 2.16], [3.28, -2.89, 0.99], [2.17, -4.10, 0.35], [4.37, -2.50, -1.27], [2.68, -2.56, -1.46], [3.28, -3.07, -3.75], [3.76, -4.70, -4.13], [4.95, -3.44, -3.38], [-2.65, -0.78, 5.01], [-1.83, -1.37, 4.00], [-2.13, -2.73, 3.82], [-1.00, -3.42, 3.14], [-1.37, -4.65, 2.65], [-0.28, -5.27, 2.04], [-2.72, -1.42, 5.89], [-3.69, -0.63, 4.74], [-2.25, 0.21, 5.24], [-3.04, -2.87, 3.25], [-2.26, -3.27, 4.76], [-0.12, -3.51, 3.78], [-0.69, -2.82, 2.29], [-0.66, -6.27, 1.82], [0.51, -5.44, 2.77], [0.09, -4.81, 1.12], [2.25, 5.08, -2.86], [2.90, 3.79, -2.61], [4.16, 3.88, -1.94], [4.65, 2.54, -1.53], [4.39, 1.68, -2.59], [4.96, 0.34, -2.51], [2.94, 5.65, -3.48], [2.09, 5.64, -1.94], [1.28, 5.01, -3.36], [4.12, 4.60, -1.11], [4.80, 4.36, -2.68], [4.05, 2.20, -0.68], [5.70, 2.56, -1.25], [4.72, -0.24, -3.40], [4.47, -0.10, -1.64], [6.04, 0.29, -2.36], [4.06, 1.34, 3.68], [2.96, 2.20, 3.46], [1.77, 1.60, 4.00], [0.70, 2.67, 4.28], [0.46, 3.46, 3.12], [-0.74, 4.29, 3.11], [3.82, 0.29, 3.56], [4.38, 1.46, 4.72], [4.86, 1.59, 2.99], [1.82, 1.20, 5.01], [1.42, 0.78, 3.38], [1.04, 3.35, 5.06], [-0.20, 2.18, 4.65], [-0.79, 4.82, 4.06], [-1.68, 3.86, 2.77], [-0.61, 5.15, 2.46], [-2.62, -2.76, -0.77], [-3.94, -3.37, -0.30], [-4.95, -2.60, -0.82], [-6.24, -2.79, -0.45], [-6.64, -3.70, 0.25], [-7.19, -1.70, -0.90], [-8.33, -2.18, -1.27], [-7.41, -0.74, 0.01], [-6.65, -1.07, -1.96], [-2.53, -2.87, -1.85], [-1.81, -3.32, -0.30], [-2.45, -1.72, -0.48], [-3.93, -3.37, 0.79], [-4.11, -4.39, -0.65], [-3.71, 1.49, -4.23], [-3.51, 0.45, -3.18], [-2.77, -0.70, -3.54], [-1.38, -0.70, -3.47], [-0.68, 0.13, -2.94], [-0.68, -1.97, -3.99], [-0.03, -1.69, -5.13], [0.34, -2.36, -3.13], [-1.62, -2.87, -4.21], [-2.84, 2.15, -4.24], [-4.57, 2.13, -4.05], [-3.96, 0.99, -5.16], [-4.50, 0.12, -2.86], [-3.04, 0.88, -2.30], [-1.04, 3.80, -1.20], [-2.21, 4.34, -0.39], [-2.94, 3.34, 0.31], [-3.99, 2.66, -0.21], [-4.44, 2.86, -1.33], [-4.77, 1.71, 0.71], [-4.14, 1.75, 1.90], [-6.02, 2.15, 0.85], [-4.84, 0.45, 0.31], [-0.24, 3.28, -0.67], [-0.54, 4.57, -1.78], [-1.43, 3.14, -1.98], [-2.94, 4.92, -0.96], [-1.90, 5.08, 0.34]],
  "lumo_ev": -4.81,
  "e_homo_ha": -0.4112,
  "total_energy_ev": -168771.91769,
  "relative_energy_ev": 0.000,
  "charge": 1
}